The following is a DFT calculation (wB97M-V/def2-TZVPD) of a cluster of 15 separate species, C70H195N35O10P10 in total in a non-equilibrium geometry.

Its energy above the lowest of the compared OMol25 structures with the same formula, charge and spin is 724.9 kJ/mol. For the largest force on an atom, the calculation gives 0.111 Eh/bohr. As for the orbital gap: 7.73 eV. The net charge is 0. The multiplicity is 1.

Cartesian coordinates (Å):
O (-7.63, 13.99, 25.14)
P (-8.76, 14.97, 25.06)
N (-10.26, 14.24, 25.17)
C (-11.60, 14.95, 25.15)
C (-10.30, 12.80, 25.54)
N (-8.73, 15.91, 23.64)
C (-9.12, 15.30, 22.36)
C (-7.71, 17.02, 23.41)
N (-8.87, 16.05, 26.41)
C (-8.44, 15.46, 27.77)
C (-9.84, 17.11, 26.52)
H (-12.34, 14.42, 24.55)
H (-11.52, 15.93, 24.70)
H (-12.04, 14.97, 26.15)
H (-9.59, 12.13, 25.06)
H (-11.27, 12.46, 25.18)
H (-10.12, 12.73, 26.61)
H (-9.26, 16.07, 21.61)
H (-8.37, 14.56, 22.09)
H (-10.12, 14.86, 22.47)
H (-6.79, 16.77, 23.94)
H (-7.58, 17.30, 22.37)
H (-8.05, 17.90, 23.97)
H (-8.31, 14.38, 27.81)
H (-7.47, 15.94, 27.93)
H (-9.12, 15.69, 28.60)
H (-9.62, 17.94, 27.19)
H (-10.84, 16.73, 26.74)
H (-9.93, 17.61, 25.55)
O (-13.81, 11.15, 22.32)
P (-12.90, 10.35, 21.45)
N (-11.90, 9.38, 22.39)
C (-10.55, 9.74, 22.79)
C (-12.54, 8.45, 23.32)
N (-11.82, 11.29, 20.51)
C (-11.09, 10.76, 19.35)
C (-11.76, 12.71, 20.66)
N (-13.68, 9.39, 20.19)
C (-13.50, 7.98, 20.02)
C (-14.98, 9.79, 19.65)
H (-10.47, 9.46, 23.84)
H (-10.45, 10.82, 22.87)
H (-9.77, 9.45, 22.07)
H (-12.59, 8.89, 24.32)
H (-12.07, 7.49, 23.54)
H (-13.54, 8.27, 22.93)
H (-11.67, 10.69, 18.43)
H (-10.22, 11.36, 19.07)
H (-10.74, 9.77, 19.63)
H (-12.55, 13.19, 20.07)
H (-12.07, 12.91, 21.68)
H (-10.79, 13.14, 20.44)
H (-14.00, 7.41, 20.80)
H (-13.79, 7.62, 19.04)
H (-12.43, 7.75, 20.08)
H (-14.93, 10.85, 19.40)
H (-15.74, 9.70, 20.42)
H (-15.27, 9.26, 18.75)
O (-18.88, 15.51, 21.46)
P (-18.46, 14.65, 20.35)
N (-19.36, 13.18, 20.30)
C (-20.74, 13.16, 20.77)
C (-18.82, 11.94, 19.66)
N (-16.81, 14.18, 20.44)
C (-15.81, 14.15, 19.35)
C (-16.36, 13.73, 21.70)
N (-18.70, 15.40, 18.84)
C (-18.68, 14.83, 17.51)
C (-19.21, 16.78, 18.80)
H (-21.08, 14.19, 20.93)
H (-20.82, 12.50, 21.64)
H (-21.36, 12.64, 20.04)
H (-18.56, 12.07, 18.61)
H (-19.60, 11.20, 19.55)
H (-17.98, 11.57, 20.26)
H (-14.80, 13.88, 19.66)
H (-16.08, 13.39, 18.62)
H (-15.82, 15.13, 18.86)
H (-15.42, 14.23, 21.93)
H (-17.11, 13.80, 22.49)
H (-16.12, 12.67, 21.61)
H (-18.26, 15.55, 16.81)
H (-17.93, 14.03, 17.52)
H (-19.69, 14.51, 17.27)
H (-19.07, 17.23, 17.82)
H (-18.68, 17.36, 19.55)
H (-20.25, 16.84, 19.13)
O (-15.25, 25.20, 25.63)
P (-15.49, 25.11, 24.18)
N (-17.18, 25.25, 23.79)
C (-18.14, 25.09, 24.87)
C (-17.71, 25.34, 22.42)
N (-15.09, 23.62, 23.40)
C (-14.97, 23.50, 21.94)
C (-14.54, 22.57, 24.23)
N (-14.72, 26.38, 23.22)
C (-15.21, 27.78, 23.32)
C (-13.29, 26.37, 22.95)
H (-18.10, 24.08, 25.28)
H (-19.16, 25.37, 24.61)
H (-17.88, 25.77, 25.68)
H (-17.76, 24.45, 21.80)
H (-17.20, 26.13, 21.86)
H (-18.78, 25.59, 22.45)
H (-15.48, 22.58, 21.66)
H (-15.43, 24.40, 21.53)
H (-13.95, 23.43, 21.56)
H (-14.76, 21.59, 23.81)
H (-13.45, 22.49, 24.21)
H (-14.88, 22.71, 25.25)
H (-14.69, 28.54, 22.74)
H (-16.23, 27.90, 22.95)
H (-15.30, 28.02, 24.37)
H (-13.10, 27.08, 22.14)
H (-12.92, 25.39, 22.64)
H (-12.74, 26.76, 23.81)
O (-13.68, 18.99, 15.36)
P (-13.58, 20.02, 14.28)
N (-14.37, 21.50, 14.72)
C (-14.65, 22.68, 13.82)
C (-15.06, 21.66, 15.99)
N (-14.35, 19.62, 12.80)
C (-15.79, 19.70, 12.65)
C (-13.66, 18.65, 11.85)
N (-11.97, 20.50, 13.80)
C (-10.82, 20.31, 14.72)
C (-11.67, 21.49, 12.71)
H (-15.70, 22.97, 13.85)
H (-14.32, 22.45, 12.80)
H (-14.22, 23.60, 14.20)
H (-14.67, 21.05, 16.81)
H (-16.10, 21.36, 15.90)
H (-15.02, 22.71, 16.29)
H (-16.31, 19.22, 13.47)
H (-15.97, 20.78, 12.70)
H (-16.26, 19.22, 11.80)
H (-14.15, 18.66, 10.88)
H (-12.58, 18.80, 11.79)
H (-13.87, 17.65, 12.21)
H (-10.10, 19.65, 14.24)
H (-10.37, 21.26, 15.00)
H (-11.28, 19.84, 15.60)
H (-12.53, 21.48, 12.05)
H (-10.76, 21.21, 12.18)
H (-11.52, 22.48, 13.15)
O (-6.07, 19.62, 17.05)
P (-5.92, 18.86, 18.34)
N (-4.43, 18.99, 19.14)
C (-4.09, 18.24, 20.37)
C (-3.36, 19.95, 18.74)
N (-5.93, 17.13, 18.16)
C (-5.96, 16.10, 19.20)
C (-5.62, 16.54, 16.86)
N (-7.15, 19.17, 19.55)
C (-7.07, 20.36, 20.45)
C (-8.44, 18.56, 19.50)
H (-4.95, 17.88, 20.92)
H (-3.53, 18.91, 21.03)
H (-3.48, 17.38, 20.09)
H (-2.43, 19.41, 18.52)
H (-3.12, 20.65, 19.54)
H (-3.58, 20.52, 17.84)
H (-4.98, 15.64, 19.31)
H (-6.17, 16.57, 20.16)
H (-6.74, 15.35, 19.05)
H (-5.82, 17.21, 16.02)
H (-4.57, 16.26, 16.86)
H (-6.26, 15.66, 16.76)
H (-7.26, 21.22, 19.82)
H (-7.83, 20.45, 21.22)
H (-6.09, 20.25, 20.93)
H (-8.85, 18.34, 20.48)
H (-8.36, 17.65, 18.90)
H (-9.06, 19.26, 18.93)
O (-8.30, 23.87, 19.48)
P (-8.07, 24.94, 20.45)
N (-6.41, 25.35, 20.80)
C (-5.91, 26.33, 21.77)
C (-5.32, 24.52, 20.32)
N (-8.77, 24.56, 22.01)
C (-8.95, 25.53, 23.07)
C (-9.42, 23.30, 22.28)
N (-8.74, 26.39, 19.94)
C (-10.20, 26.67, 19.95)
C (-8.12, 26.99, 18.77)
H (-5.34, 27.06, 21.21)
H (-5.25, 25.89, 22.52)
H (-6.75, 26.96, 22.07)
H (-4.38, 24.72, 20.82)
H (-5.26, 24.71, 19.25)
H (-5.70, 23.50, 20.43)
H (-9.84, 25.50, 23.70)
H (-8.12, 25.50, 23.78)
H (-8.86, 26.52, 22.62)
H (-10.42, 23.27, 21.85)
H (-8.88, 22.49, 21.79)
H (-9.49, 23.01, 23.32)
H (-10.71, 25.71, 20.03)
H (-10.44, 27.11, 20.91)
H (-10.48, 27.21, 19.04)
H (-8.54, 27.93, 18.43)
H (-8.32, 26.31, 17.94)
H (-7.04, 27.09, 18.90)
O (-13.53, 20.13, 22.41)
P (-13.40, 19.28, 21.17)
N (-12.53, 17.82, 21.25)
C (-11.80, 17.72, 22.47)
C (-12.47, 16.78, 20.19)
N (-12.52, 20.09, 19.92)
C (-12.29, 19.50, 18.61)
C (-11.78, 21.34, 20.12)
N (-14.91, 18.80, 20.45)
C (-15.69, 19.69, 19.65)
C (-15.80, 17.65, 20.88)
H (-10.94, 18.39, 22.50)
H (-11.38, 16.73, 22.61)
H (-12.38, 18.00, 23.35)
H (-13.41, 16.68, 19.65)
H (-12.35, 15.75, 20.51)
H (-11.55, 16.95, 19.63)
H (-11.33, 18.98, 18.64)
H (-13.06, 18.77, 18.34)
H (-12.09, 20.26, 17.86)
H (-12.02, 21.65, 21.14)
H (-10.73, 21.05, 20.04)
H (-11.98, 22.11, 19.37)
H (-16.31, 19.15, 18.93)
H (-16.38, 20.18, 20.35)
H (-15.11, 20.47, 19.15)
H (-15.21, 16.80, 21.22)
H (-16.40, 17.17, 20.10)
H (-16.47, 18.09, 21.62)
O (-12.80, 14.64, 17.79)
P (-11.98, 14.02, 16.73)
N (-10.31, 14.14, 17.06)
C (-9.30, 14.01, 16.01)
C (-9.80, 14.82, 18.26)
N (-12.23, 14.75, 15.13)
C (-13.61, 14.62, 14.53)
C (-11.73, 16.09, 14.89)
N (-12.23, 12.33, 16.38)
C (-11.45, 11.57, 15.39)
C (-13.49, 11.64, 16.70)
H (-8.77, 14.95, 15.85)
H (-9.74, 13.72, 15.06)
H (-8.63, 13.23, 16.37)
H (-9.37, 15.80, 18.06)
H (-8.94, 14.24, 18.59)
H (-10.61, 14.96, 18.98)
H (-14.26, 15.45, 14.82)
H (-13.56, 14.63, 13.45)
H (-14.01, 13.66, 14.84)
H (-10.66, 16.16, 15.05)
H (-11.83, 16.42, 13.85)
H (-12.27, 16.77, 15.54)
H (-11.81, 10.55, 15.23)
H (-11.45, 12.11, 14.44)
H (-10.49, 11.44, 15.88)
H (-14.26, 12.39, 16.86)
H (-13.42, 11.06, 17.63)
H (-13.75, 10.91, 15.93)
O (-14.09, 16.55, 27.06)
P (-15.49, 16.19, 26.57)
N (-16.85, 16.71, 27.52)
C (-18.21, 16.57, 26.97)
C (-16.63, 17.82, 28.41)
N (-15.71, 14.54, 26.33)
C (-15.15, 13.91, 25.15)
C (-16.08, 13.65, 27.36)
N (-15.86, 16.86, 25.05)
C (-15.11, 18.03, 24.61)
C (-16.90, 16.30, 24.09)
H (-18.99, 17.03, 27.57)
H (-18.40, 15.52, 26.76)
H (-18.22, 17.09, 26.00)
H (-15.68, 17.78, 28.95)
H (-17.36, 17.83, 29.22)
H (-16.63, 18.82, 27.97)
H (-14.49, 13.08, 25.39)
H (-16.01, 13.65, 24.54)
H (-14.74, 14.66, 24.48)
H (-16.54, 14.22, 28.17)
H (-16.91, 13.01, 27.04)
H (-15.24, 13.09, 27.77)
H (-15.53, 18.90, 25.12)
H (-14.08, 17.87, 24.92)
H (-15.12, 18.14, 23.53)
H (-17.38, 15.46, 24.60)
H (-16.37, 16.04, 23.17)
H (-17.53, 17.12, 23.75)
C (-9.92, 23.86, 16.74)
C (-11.16, 24.51, 16.24)
N (-12.14, 24.95, 15.88)
H (-9.26, 23.41, 16.00)
H (-10.22, 23.07, 17.43)
H (-9.36, 24.61, 17.28)
C (-10.10, 20.44, 24.37)
C (-10.13, 21.02, 25.71)
N (-10.12, 21.43, 26.74)
H (-10.36, 19.40, 24.56)
H (-9.20, 20.41, 23.76)
H (-10.75, 20.95, 23.65)
C (-19.17, 21.07, 19.49)
C (-18.19, 22.14, 19.56)
N (-17.39, 22.97, 19.51)
H (-19.56, 21.14, 18.47)
H (-19.95, 21.29, 20.22)
H (-18.81, 20.06, 19.68)
C (-15.72, 17.31, 16.99)
C (-16.73, 18.14, 16.36)
N (-17.52, 18.76, 15.85)
H (-16.25, 16.96, 17.87)
H (-14.75, 17.73, 17.26)
H (-15.55, 16.52, 16.26)
C (-20.93, 17.98, 22.58)
C (-19.72, 18.77, 22.42)
N (-18.72, 19.38, 22.33)
H (-21.71, 18.57, 22.09)
H (-21.05, 17.80, 23.64)
H (-20.96, 16.99, 22.14)